1.
Below is 7 unconnected molecules or ions with the total composition C35H89N6O12PS in a non-equilibrium geometry, with properties calculated with ωB97M-V/def2-TZVPD.

## Properties
E_LUMO, eV: 0.0
HOMO, eV: -9.00
E_tot, eV: -91367.432
Orbital gap, eV: 9.01

The geometry in XYZ format:
```
144
Properties=species:S:1:pos:R:3:forces:R:3:lowdin_charge:R:1
C -0.881356 -3.169338 -0.869421 0.028 -0.261 -0.758 -0.11
O -2.198821 -3.334501 -1.412618 0.623 0.969 0.863 -0.20
C -2.407640 -2.210567 -2.271695 -0.489 -0.393 -1.433 -0.23
C -3.888658 -1.800279 -2.398517 0.231 0.575 0.299 -0.16
C -4.435052 -1.012719 -1.172966 -0.803 -0.230 -0.436 -0.19
C -4.861347 -1.909389 0.028862 0.821 -0.721 -0.345 -0.18
C -3.753056 -2.125659 1.100413 -0.980 0.609 0.832 -0.18
C -3.066249 -0.788210 1.561321 -0.170 -1.619 0.125 -0.15
C -2.298598 -1.105879 2.896727 1.004 -0.725 -1.822 -0.35
C -0.901521 -0.416213 3.012523 -0.659 0.339 0.145 -0.08
C -0.851003 1.144538 2.946849 0.550 -0.291 0.479 -0.55
O 0.463991 1.535695 3.378771 -0.805 -0.129 -0.122 -0.04
P -1.006234 1.845019 1.190043 0.933 1.964 -0.595 0.83
O 0.000868 2.943067 0.906752 -1.123 -1.437 0.419 -0.45
C -1.822244 1.908864 3.896756 1.104 0.252 -1.364 -0.21
O -3.161183 1.660098 3.439856 0.366 -1.380 0.704 -0.34
S -3.765247 0.452404 4.423328 -3.959 -0.028 0.774 1.00
O -5.197907 0.355352 4.033774 2.781 0.206 0.354 -0.40
O -3.126332 -1.035898 4.062066 0.576 1.460 -0.849 -0.29
H -0.764439 -2.213365 -0.316016 -0.222 -0.404 -0.079 0.08
H -0.628639 -4.017182 -0.212137 -0.168 0.266 -0.361 0.10
H -0.204946 -3.098367 -1.750446 0.143 -0.210 0.731 0.08
H -2.050145 -2.503241 -3.285501 -0.084 0.190 0.444 0.12
H -1.756261 -1.356102 -1.980239 -0.592 -0.269 0.103 0.12
H -3.947826 -1.126980 -3.281189 0.132 -0.330 0.401 0.10
H -4.558661 -2.650334 -2.633721 0.542 0.196 0.194 0.12
H -3.701319 -0.224946 -0.922543 -0.348 -0.307 0.128 0.10
H -5.350469 -0.485511 -1.514925 0.512 -0.151 0.148 0.11
H -5.075871 -2.915442 -0.393157 -0.029 0.512 0.218 0.11
H -5.814024 -1.586038 0.488607 0.644 0.207 -0.094 0.11
H -3.018842 -2.892027 0.799836 -0.209 0.537 -0.072 0.10
H -4.258343 -2.518359 2.011114 0.247 0.058 -0.482 0.12
H -2.353908 -0.535975 0.753996 -0.306 0.320 0.583 0.06
H -3.866146 -0.042612 1.690632 0.561 -0.002 -0.118 0.11
H -2.062423 -2.186401 2.791513 -0.086 0.527 0.415 0.15
H -0.275100 -0.799966 2.176799 -0.416 0.099 0.348 0.12
H -0.381220 -0.734687 3.939916 -0.410 0.226 -0.336 0.13
H 1.068065 1.100131 2.772944 0.495 0.132 0.006 0.09
H -0.828027 0.797023 0.245971 -0.264 -0.077 0.435 0.02
H -2.355726 2.302350 1.040393 0.408 -0.547 0.075 0.05
H -1.602980 2.987189 3.766302 -0.280 -0.469 0.282 0.14
H -1.654360 1.607196 4.946689 -0.123 0.115 -0.379 0.13
C -1.440205 -0.235739 -8.325341 0.058 0.108 -0.203 -0.07
C -1.748572 0.298187 -6.930814 -0.008 -0.374 -0.064 -0.43
C -0.729233 -0.139235 -5.864404 -0.130 0.264 0.175 -0.20
O -0.876776 -1.481818 -5.427121 0.285 0.066 -0.118 -0.22
C -0.276687 -2.449892 -6.270902 -0.220 -0.171 0.183 -0.10
N -3.116571 -0.086895 -6.565712 0.139 0.071 0.227 0.04
H -1.692608 -1.291033 -8.433349 0.002 0.010 0.088 0.06
H -2.020022 0.306969 -9.073418 -0.027 -0.025 0.070 0.08
H -0.382772 -0.109914 -8.569811 -0.013 -0.022 0.014 0.08
H -1.707757 1.390185 -6.985967 0.024 -0.008 0.112 0.14
H -0.889793 0.475093 -4.973763 -0.035 -0.076 0.031 0.12
H 0.301022 0.048327 -6.191297 0.004 -0.076 -0.112 0.12
H 0.644439 -2.079166 -6.729679 -0.038 0.059 -0.047 0.10
H -0.977620 -2.776335 -7.041483 0.138 -0.009 -0.136 0.08
H -0.032818 -3.321165 -5.659148 -0.020 0.052 0.038 0.06
H -3.357038 0.353857 -5.681514 -0.083 0.094 -0.083 0.06
H -3.104439 -1.080285 -6.346031 -0.053 -0.012 -0.117 0.07
C 5.121087 -1.969679 -1.741667 0.194 -0.145 0.047 -0.07
C 4.111408 -1.293633 -0.820722 -0.045 0.060 -0.368 -0.43
C 2.700649 -1.903318 -0.902418 -0.054 0.144 0.223 -0.21
O 1.962379 -1.526813 -2.053378 0.085 -0.280 0.115 -0.20
C 2.258670 -2.279724 -3.216608 -0.216 0.261 -0.182 -0.09
N 4.100470 0.146029 -1.102392 -0.225 -0.125 0.164 0.04
H 4.993039 -1.680234 -2.785000 -0.079 0.026 0.038 0.06
H 6.136525 -1.689851 -1.457406 -0.063 0.052 -0.001 0.08
H 5.046223 -3.057981 -1.676601 -0.014 0.017 -0.020 0.08
H 4.464090 -1.434912 0.205772 -0.103 0.006 0.030 0.13
H 2.122526 -1.528127 -0.051901 -0.038 0.060 -0.039 0.11
H 2.728631 -2.996323 -0.803419 0.077 -0.041 -0.097 0.12
H 2.494042 -3.322528 -2.981303 0.084 0.017 0.048 0.08
H 3.080601 -1.822990 -3.771761 0.093 -0.175 -0.032 0.08
H 1.375611 -2.259382 -3.859380 -0.035 0.037 0.089 0.07
H 3.504308 0.611361 -0.422846 0.124 0.078 0.040 0.07
H 3.611650 0.279982 -1.984251 0.115 0.032 -0.046 0.07
C 0.707321 -3.789577 8.244621 0.000 -0.133 0.197 -0.07
C -0.155935 -3.831412 6.988473 0.325 0.225 0.025 -0.43
C 0.615995 -4.242816 5.721906 -0.277 -0.049 -0.110 -0.21
O 1.433074 -3.219228 5.172229 0.058 -0.246 0.080 -0.20
C 2.700947 -3.076430 5.789755 -0.031 0.281 -0.155 -0.11
N -0.814705 -2.532949 6.819988 -0.065 -0.103 -0.292 0.05
H 1.350763 -2.910009 8.279629 -0.020 -0.003 -0.087 0.06
H 0.076681 -3.756564 9.134296 -0.014 0.041 -0.068 0.08
H 1.338406 -4.678370 8.318118 0.008 0.027 -0.013 0.08
H -0.930533 -4.586289 7.153864 -0.008 -0.001 -0.119 0.14
H -0.116107 -4.477562 4.943696 0.019 0.078 -0.025 0.12
H 1.200586 -5.156129 5.886534 0.088 0.046 0.096 0.12
H 3.105203 -4.036695 6.120736 -0.059 -0.008 0.059 0.09
H 2.643824 -2.381410 6.629873 0.111 -0.110 0.115 0.08
H 3.384229 -2.649200 5.054362 -0.061 -0.042 -0.037 0.09
H -1.464224 -2.595813 6.039023 -0.148 0.035 0.128 0.06
H -0.108563 -1.876992 6.493974 0.015 0.041 0.140 0.06
C 1.428163 7.682915 4.990512 0.154 0.065 0.194 -0.07
C -0.070470 7.887166 4.797780 0.203 -0.153 -0.241 -0.43
C -0.845312 6.579418 4.557248 -0.242 0.162 -0.026 -0.21
O -0.707704 6.051175 3.249953 0.020 -0.157 0.339 -0.20
C 0.472399 5.286434 3.035577 -0.068 0.020 -0.443 -0.11
N -0.283743 8.850522 3.712215 -0.195 -0.085 0.045 0.04
H 1.945233 7.479762 4.052515 -0.090 -0.029 -0.019 0.06
H 1.879782 8.581848 5.413833 -0.059 0.001 -0.054 0.08
H 1.627462 6.856555 5.676794 -0.003 -0.008 -0.039 0.08
H -0.458444 8.326668 5.722087 -0.094 -0.031 -0.035 0.13
H -1.911935 6.794418 4.673520 0.003 0.015 -0.072 0.12
H -0.595197 5.820100 5.309520 0.151 -0.004 -0.005 0.12
H 0.765485 4.724507 3.928051 0.019 0.098 0.060 0.09
H 1.290766 5.934529 2.709880 0.143 -0.074 0.165 0.07
H 0.272852 4.578228 2.229404 -0.016 0.112 0.142 0.05
H -1.276090 9.062117 3.651308 0.032 0.109 0.049 0.07
H -0.084858 8.368919 2.838333 0.086 0.032 0.015 0.06
C 0.671408 -6.440116 -5.075429 0.071 0.139 -0.196 -0.07
C 0.343637 -5.907496 -3.684584 -0.014 -0.402 -0.050 -0.44
C 1.356405 -6.336852 -2.607913 -0.096 0.234 0.165 -0.21
O 1.216665 -7.677255 -2.168907 0.242 0.154 -0.144 -0.19
C 1.832711 -8.641794 -3.004090 -0.200 -0.184 0.176 -0.10
N -1.021538 -6.302130 -3.326813 0.159 0.127 0.217 0.06
H 0.429753 -7.497386 -5.184878 0.000 0.012 0.084 0.07
H 0.094171 -5.903236 -5.830653 -0.039 -0.035 0.062 0.07
H 1.730544 -6.305034 -5.309507 -0.012 -0.028 0.011 0.08
H 0.375590 -4.813636 -3.742049 0.019 0.006 0.137 0.11
H 1.182758 -5.721324 -1.719715 -0.052 -0.058 0.028 0.11
H 2.388825 -6.141554 -2.926740 0.019 -0.078 -0.116 0.12
H 2.754780 -8.264211 -3.454789 -0.040 0.055 -0.050 0.09
H 1.141966 -8.975454 -3.781200 0.135 0.002 -0.139 0.08
H 2.078856 -9.507580 -2.388049 -0.007 0.073 0.046 0.09
H -1.265606 -5.856896 -2.444692 -0.176 0.120 -0.123 0.06
H -0.999526 -7.294309 -3.103778 -0.054 -0.010 -0.103 0.07
C 0.843544 6.290540 -0.891142 -0.137 -0.188 0.101 -0.06
C 2.330551 6.531575 -1.122403 -0.280 0.250 -0.133 -0.43
C 2.842807 7.849456 -0.514143 0.287 -0.129 -0.060 -0.21
O 2.499194 9.011380 -1.251657 -0.091 -0.079 0.279 -0.19
C 1.195933 9.507121 -1.001275 0.083 0.148 -0.276 -0.10
N 2.608209 6.454042 -2.561527 0.213 0.082 0.103 0.04
H 0.214022 6.901162 -1.539837 0.099 0.071 -0.003 0.07
H 0.592860 5.248804 -1.096582 0.051 0.029 0.022 0.07
H 0.568724 6.497601 0.146029 -0.022 -0.007 -0.020 0.07
H 2.870672 5.717566 -0.628820 0.073 0.063 0.004 0.14
H 3.936230 7.818134 -0.515969 -0.010 0.056 -0.067 0.12
H 2.534806 7.954132 0.534084 -0.142 -0.011 -0.007 0.11
H 0.895390 9.361206 0.040054 -0.006 -0.077 -0.005 0.08
H 0.471184 9.040921 -1.672050 -0.135 -0.027 0.143 0.07
H 1.200117 10.577398 -1.212468 0.079 -0.028 0.026 0.09
H 3.612671 6.514591 -2.705859 -0.008 -0.122 -0.024 0.07
H 2.251074 7.307039 -2.984883 -0.087 -0.061 -0.023 0.07
```
Forces are in eV/Å.

2.
Below is 2 unconnected molecules or ions with the total composition C40H42N3O2S in a non-equilibrium geometry, with properties calculated with ωB97M-V/def2-TZVPD.

## Properties
E_LUMO, eV: -4.9
Total charge: +1
HOMO, eV: -9.41
Energy relative to the best compared isomer or geometry (same formula, charge and spin), kJ/mol: 21.40
E_tot, eV: -61553.355
Orbital gap, eV: 4.52

The geometry in XYZ format:
```
88
Properties=species:S:1:pos:R:3:forces:R:3:lowdin_charge:R:1
C 0.670181 -2.539439 1.655140 0.169 -0.227 -0.197 0.00
C 0.901767 -1.599256 2.834681 0.570 0.264 -0.060 -0.51
C 0.763653 -2.377812 4.139043 0.174 0.139 0.079 -0.02
N 2.298544 -1.055407 2.739593 -0.864 0.887 -0.545 0.12
C 2.245241 0.138382 2.250636 -1.282 -1.664 0.632 -0.57
S 3.646342 1.108150 1.969206 0.774 -0.444 0.946 1.00
C 4.638198 0.096562 3.208337 0.689 0.653 -0.517 -0.40
C 6.019502 0.635171 3.276876 1.142 0.653 -0.218 -0.28
N 7.088451 1.098987 3.280736 -1.963 -0.914 0.081 0.15
C 0.812435 0.629168 1.965547 0.352 0.148 0.230 -0.50
C 0.541370 2.037698 2.481131 0.093 0.069 -0.013 -0.04
C 0.562715 0.592916 0.454120 0.072 0.085 -0.281 -0.01
N 0.074315 -0.390160 2.720949 0.237 -0.074 0.528 0.00
C -1.205482 -0.196876 3.136434 -0.647 -0.496 -0.262 -0.05
C -2.136884 -1.109078 3.567482 1.017 0.163 -0.109 -0.08
C -3.555994 -0.828969 3.384000 -1.054 0.810 0.186 -0.26
C -4.395898 -1.741516 2.695581 0.409 0.548 0.146 -0.04
C -5.648149 -1.318558 2.246818 -0.180 0.103 0.276 -0.09
C -6.160077 -0.063143 2.623987 0.145 -0.129 0.060 -0.09
C -5.390582 0.785764 3.422730 -0.079 -0.188 -0.245 -0.10
C -4.092742 0.425281 3.763045 0.076 -0.511 -0.052 -0.08
H 1.448706 -3.313783 1.662969 -0.278 0.098 -0.034 0.10
H -0.320104 -3.007878 1.734402 0.231 0.104 -0.071 0.09
H 0.739737 -1.990580 0.709134 -0.060 -0.459 0.360 0.06
H 1.540462 -3.154510 4.148724 -0.157 0.282 0.023 0.09
H 0.899785 -1.722290 5.007044 -0.051 -0.119 -0.128 0.09
H -0.204032 -2.875895 4.198015 0.173 0.036 0.080 0.06
H 4.145120 0.192284 4.187169 0.179 -0.150 -0.448 0.09
H 4.631478 -0.943935 2.855463 0.063 0.443 0.293 0.08
H 1.299760 2.715373 2.071875 -0.241 -0.033 0.155 0.08
H -0.444412 2.374492 2.137369 0.253 0.059 0.092 0.09
H 0.573292 2.067028 3.576374 0.064 0.067 -0.205 0.10
H 1.257193 1.296860 -0.024432 -0.252 -0.057 -0.001 0.09
H 0.767740 -0.395442 0.029076 -0.177 0.472 0.033 0.07
H -0.469950 0.900508 0.228485 0.324 -0.159 0.031 0.10
H -1.516166 0.847275 2.991914 -0.203 -0.631 -0.159 0.12
H -1.874058 -2.136906 3.800402 0.034 0.119 -0.454 0.08
H -4.002552 -2.741698 2.464031 -0.239 0.522 -0.103 0.11
H -6.225985 -1.969532 1.585482 0.084 0.168 0.364 0.10
H -7.158721 0.267667 2.327652 0.343 -0.289 -0.044 0.10
H -5.807269 1.734982 3.765064 0.161 -0.230 -0.138 0.11
H -3.477891 1.097508 4.364180 -0.131 -0.126 -0.189 0.11
C 2.822805 -4.746317 12.689153 -0.245 0.458 -0.140 -0.04
O 2.550250 -3.476002 12.033725 -0.604 -0.182 -0.795 -0.07
C 1.550108 -3.384002 11.114362 -0.046 -0.520 0.238 -0.24
C 1.511813 -2.240035 10.278777 0.101 -0.390 0.276 0.02
C 0.521090 -2.099689 9.324506 0.051 0.021 0.163 -0.01
C -0.505185 -3.066009 9.141143 0.123 0.096 0.421 -0.16
C -1.637396 -2.831772 8.236750 0.070 -0.015 -0.223 -0.06
C -1.994463 -1.513625 7.840385 0.334 -0.009 -0.246 -0.01
C -2.991114 -1.126286 6.946180 0.037 -0.659 0.926 0.04
C -3.747252 0.092591 7.150967 -0.304 1.080 0.317 -0.22
C -5.133577 0.146254 6.846508 0.561 -0.217 -0.354 -0.03
C -5.906723 1.254723 7.181586 0.194 0.211 0.258 -0.06
C -5.314103 2.362918 7.812105 0.129 -0.498 0.001 -0.05
C -3.944375 2.328996 8.122637 0.004 -0.186 -0.086 -0.06
C -3.179792 1.203147 7.821554 -0.357 -0.012 -0.193 -0.02
C -2.490412 -3.947379 7.858189 -0.013 -0.330 0.118 -0.18
C -1.916764 -5.214252 7.574281 0.045 -0.157 -0.057 -0.02
C -2.687433 -6.290103 7.197876 -0.670 0.051 0.070 0.03
C -4.096743 -6.157116 7.175503 -0.500 -0.010 -0.066 -0.24
O -4.806342 -7.284915 6.906601 0.137 0.887 0.209 -0.07
C -6.250533 -7.236979 6.985333 0.362 -0.025 -0.090 -0.04
C -4.696906 -4.905617 7.451680 0.070 -0.627 -0.083 0.01
C -3.896695 -3.835585 7.814828 0.102 0.111 -0.224 -0.01
C -0.443073 -4.197691 10.000577 -0.067 0.019 -0.008 0.00
C 0.546093 -4.367695 10.959279 0.408 0.230 -0.084 0.01
H 3.752263 -4.565542 13.231772 -0.204 -0.119 -0.102 0.10
H 2.023295 -5.000971 13.398242 0.185 0.094 -0.205 0.10
H 2.959216 -5.555966 11.958568 -0.056 0.304 0.125 0.10
H 2.303921 -1.507267 10.418841 -0.243 -0.046 -0.172 0.13
H 0.543174 -1.210943 8.696976 0.031 -0.184 0.080 0.12
H -1.454307 -0.733729 8.373766 -0.530 -0.020 0.103 0.10
H -3.349531 -1.797419 6.163360 -0.019 -0.076 0.349 0.12
H -5.579729 -0.707861 6.330629 0.045 0.290 0.138 0.12
H -6.979650 1.259241 6.968317 0.445 -0.022 0.019 0.12
H -5.924998 3.226510 8.097633 0.300 -0.348 -0.207 0.12
H -3.466606 3.176289 8.618137 -0.212 -0.244 -0.158 0.11
H -2.124345 1.171538 8.082793 -0.214 0.195 -0.051 0.11
H -0.839684 -5.356296 7.661224 -0.242 0.195 -0.227 0.13
H -2.270705 -7.261070 6.934846 0.021 0.274 0.154 0.13
H -6.554178 -8.254391 6.735840 -0.079 0.237 0.063 0.10
H -6.591719 -6.977553 8.000531 0.213 -0.065 -0.331 0.10
H -6.661429 -6.530000 6.250120 0.124 -0.217 0.196 0.10
H -5.782545 -4.792724 7.392369 0.472 -0.019 0.198 0.11
H -4.379044 -2.908546 8.125408 0.178 -0.200 -0.109 0.12
H -1.205772 -4.970600 9.950308 0.031 0.256 -0.031 0.12
H 0.560217 -5.261063 11.591130 -0.135 0.397 -0.301 0.12
```
Forces are in eV/Å.